(1)
ORCA calculation (the ωB97M-V functional and the def2-TZVPD basis) on a structure of composition C16H23O6SSiYb at a distorted geometry.

Geometry as XYZ:
```
48
Properties=species:S:1:pos:R:3
H 1.520 -3.418 -1.530
H 4.134 3.564 -2.339
C -3.990 0.209 -4.623
H -2.455 -2.649 -4.685
O -0.318 2.051 2.100
H -0.564 -0.752 3.189
C 3.975 2.531 -2.621
C 3.919 0.810 -4.287
C -0.527 -0.959 2.119
O -0.059 -2.154 -1.002
O -2.597 0.196 2.110
H -3.174 0.807 1.628
H -2.675 -2.358 -6.412
C 4.109 2.142 -3.944
Yb 0.764 0.305 -0.847
H -1.054 -2.339 -5.713
H -2.521 0.434 -7.577
C -1.865 0.755 -6.765
H 4.363 2.869 -4.704
H 3.589 1.895 -0.607
C 3.645 1.599 -1.646
H -0.793 -2.002 1.936
O 0.765 -0.759 1.581
H 0.084 -4.222 -0.830
H 3.454 -1.167 -3.591
C -2.095 -2.064 -5.534
H -0.522 -2.245 -1.842
H -0.832 0.605 -7.086
H 1.353 0.442 3.197
H -4.274 -0.381 -3.749
H -4.722 0.020 -5.411
H 2.442 0.369 1.767
S 3.063 -0.934 -0.728
C 1.413 0.427 2.109
O -1.407 0.191 0.216
H 4.022 0.497 -5.319
C 0.723 -3.338 -0.793
C 3.593 -0.128 -3.323
Si -2.239 -0.210 -5.191
C -1.543 -0.101 1.393
H 1.173 -3.257 0.193
C -1.051 0.178 -3.839
H -2.014 1.825 -6.614
H -4.060 1.264 -4.348
C 0.657 1.627 1.498
C 3.446 0.254 -1.986
O 1.048 1.973 0.323
C -0.271 0.407 -2.923
```

The value obtained for the energy above the lowest of the compared OMol25 structures with the same formula, charge and spin is 55.5 kJ/mol. The spin multiplicity is 2. As for the charge: 0. The frontier orbital gap (alpha / beta) comes out at 0.3007 / 0.2986 hartree. Its LUMO energy (alpha / beta) is 0.22 / 0.16 eV. The molar mass comes out at 544.5 g mol⁻¹. The calculation puts the HOMO energy (alpha / beta) at -7.964 / -7.960 eV.

=====

(2)
ORCA calculation (the ωB97M-V functional and the def2-TZVPD basis) on a structure of composition C50H53As2BrMnN4OP at a distorted geometry.

Geometry as XYZ:
```
113
Properties=species:S:1:pos:R:3
H -2.901 -2.327 -6.853
C -0.492 -2.457 -3.852
C -0.385 3.898 -6.121
C -2.434 -3.293 -4.996
C 2.569 4.534 -0.214
C -2.267 -3.522 1.699
H 3.993 -0.833 -0.539
H 2.064 0.889 -2.828
C -1.326 3.183 2.477
C -3.454 3.625 -0.812
H -3.258 -3.992 -5.061
H 4.094 -1.077 3.646
H -1.353 4.036 -0.806
H 5.132 0.325 1.346
H -1.575 0.925 -5.027
H 1.825 -0.800 -2.391
H -0.057 -4.619 4.737
H 2.470 2.099 -5.842
C 3.566 -2.383 1.984
H 3.822 -3.302 2.510
H -0.609 -0.424 -2.104
C 1.062 -5.685 3.264
Br 2.588 -7.058 1.312
H -1.712 4.710 3.827
H 4.365 1.850 0.911
C 0.859 3.577 -2.197
C 0.968 2.892 -0.984
C 1.414 2.335 -5.783
H -2.496 -0.101 -0.581
H 0.216 -2.543 -3.032
H -0.734 4.873 -6.438
N -2.611 -5.522 4.090
H -4.174 4.771 3.433
H -3.699 3.123 3.851
C -1.752 1.922 -0.691
C -2.114 3.266 -0.767
H 1.520 5.243 -3.357
C 1.003 -6.589 2.211
O 0.247 0.133 3.392
H 4.355 1.675 3.594
H 2.967 0.565 -0.818
H -2.955 -4.351 1.790
H -5.486 2.933 -0.826
C -2.080 -3.244 4.197
H -0.657 -1.669 -0.617
H 1.929 2.860 0.943
H -0.524 1.102 -2.938
C -1.021 -1.993 0.351
C -1.001 -1.723 2.650
As 1.279 -0.356 -4.828
C -2.142 4.317 2.905
C -2.235 -2.357 -6.001
P -0.005 1.396 -0.695
C -1.697 -2.414 5.210
H -0.222 -7.903 1.046
N -0.718 2.288 2.105
H -2.195 -3.608 -0.439
H 2.018 -5.301 3.591
C 0.969 3.597 -6.162
H 4.417 -2.124 1.355
H -4.035 3.546 2.163
C -1.788 -2.868 2.854
H 3.226 4.910 0.560
C -2.750 0.948 -0.645
N -2.866 -4.392 4.535
H -3.727 4.670 -0.882
H -1.685 -4.102 -3.157
C 3.265 1.702 3.578
C -1.295 2.936 -5.701
H -4.854 0.545 -0.670
C -1.555 -3.349 -3.925
As 2.797 0.420 2.181
C -0.888 -1.274 4.982
C 1.362 0.056 -2.882
H 4.679 0.649 -1.201
H -0.549 -0.661 5.807
H 3.036 6.103 -1.599
H -2.042 5.089 2.140
H 1.597 1.504 4.961
H 3.082 2.141 5.674
H -2.355 3.160 -5.689
H 0.202 3.226 -2.985
C -4.443 2.649 -0.778
C -0.304 -1.490 -4.838
H 2.970 2.693 3.227
C 0.031 0.443 -2.268
C -1.171 -1.467 -5.928
C -1.361 -6.790 2.493
H -1.988 -2.682 6.219
C -4.089 1.310 -0.693
C 2.456 5.207 -1.423
C 1.605 4.726 -2.410
H 2.943 0.427 5.317
H -1.018 -0.755 -6.729
C -1.329 -5.823 3.485
C 1.831 3.379 -0.002
H 2.403 -1.566 3.625
C -3.609 3.905 3.099
H -2.314 -7.236 2.231
C -0.533 -0.944 3.715
H 1.680 4.336 -6.510
Mn 0.322 0.598 1.604
N -0.633 -1.291 1.400
C 3.955 0.255 -0.487
H 2.715 -2.598 1.334
C -0.197 -7.162 1.832
C 3.246 -1.284 2.994
C 4.231 0.768 0.919
C 0.512 1.365 -5.350
C 2.681 1.422 4.959
C -0.850 1.675 -5.321
C -1.864 -3.102 0.457
C -0.106 -5.297 3.897
```

The spin multiplicity is 5. As for the charge: +2. The frontier orbital gap (alpha / beta) comes out at 0.1956 / 0.2414 hartree. Its LUMO energy (alpha / beta) is -7.10 / -5.88 eV. The molar mass comes out at 1041.7 g mol⁻¹. The calculation puts the HOMO energy (alpha / beta) at -12.417 / -12.444 eV.

=====

(3)
ORCA calculation (the ωB97M-V functional and the def2-TZVPD basis) on a cluster of 7 separate species, C22H39FN8O6 in total at a distorted geometry.

Geometry as XYZ:
```
76
Properties=species:S:1:pos:R:3
H -3.411 6.042 5.403
C 7.063 1.029 4.050
C -4.111 -5.121 -2.869
H -4.233 -0.552 -6.569
H 2.005 3.950 3.415
H -3.731 -2.355 -3.755
H -2.096 3.262 -3.378
C 0.235 4.380 -0.302
H -0.296 -6.290 -5.322
N -0.727 -6.368 -4.413
H 2.256 -1.225 1.998
H 1.772 -6.616 -4.448
C -4.726 -0.794 -5.624
H 2.266 6.246 1.969
H 1.941 -5.946 -2.811
C -4.479 -6.575 -2.949
H -2.433 1.742 1.911
C -1.488 3.232 -2.375
H -1.732 -6.276 -4.341
H -5.667 -0.243 -5.548
H 6.273 0.578 2.229
N 0.734 2.766 1.905
H -2.843 -1.145 -2.874
C -3.830 -0.391 -4.488
H 4.457 1.440 1.321
H 3.602 -2.292 2.449
H -3.893 -7.180 -2.252
H -3.307 0.382 0.931
C -1.610 1.821 -1.497
C -0.809 1.765 -0.068
N -3.447 -1.392 -3.648
O -4.640 -4.258 -3.560
H -0.038 0.231 1.560
C -0.034 -6.592 -3.262
H 1.763 -7.709 -3.047
H -2.267 0.906 -1.889
H -2.562 4.577 5.976
O -3.453 0.761 -4.308
H 3.022 -2.243 0.759
H 6.649 2.268 2.408
C 4.212 -0.581 1.345
C 1.455 -6.723 -3.407
C -2.439 5.547 5.488
C -0.970 0.362 0.826
O -2.442 4.671 3.252
C -2.395 0.573 1.676
H 6.985 2.276 5.771
O 7.017 -0.122 4.469
H 8.628 1.978 5.133
H -0.173 6.487 4.537
C 1.488 3.989 2.346
C 0.109 3.007 0.560
H -2.674 -5.476 -1.382
C -1.875 5.336 4.113
N 3.796 0.702 1.526
O 5.346 -0.825 0.949
H -0.277 5.803 2.941
C 3.205 -1.649 1.659
H -1.783 6.168 6.104
H -4.945 -1.865 -5.608
H 7.543 3.120 4.311
C 1.626 5.366 1.492
C 7.587 2.177 4.864
N 0.998 5.594 0.147
H -0.493 5.460 -2.390
H 2.873 0.953 1.850
H -2.448 -0.090 2.643
N -3.139 -4.801 -1.972
H -5.539 -6.688 -2.705
O -0.612 -6.678 -2.185
H -2.873 -3.827 -1.900
N 6.631 1.336 2.796
F -1.048 -0.839 -0.079
N -0.677 5.931 3.862
H -4.295 -6.934 -3.965
C -0.576 4.452 -1.759
```

The value obtained for the energy above the lowest of the compared OMol25 structures with the same formula, charge and spin is 1180.6 kJ/mol. As for the SMILES: C[C@@H](F)c1cccc2nccnc12.CC(N)=O.CC(N)=O.CC(N)=O.CC(N)=O.CC(N)=O.CC(N)=O. As for the charge: 0. The frontier orbital gap comes out at 0.2552 hartree. Its LUMO energy is -1.48 eV. The molar mass comes out at 530.6 g mol⁻¹. The calculation puts the HOMO energy at -8.425 eV.

=====

(4)
ORCA calculation (the ωB97M-V functional and the def2-TZVPD basis) on a cluster of 2 separate species, ClH3O3P in total at a distorted geometry.

Geometry as XYZ:
```
8
Properties=species:S:1:pos:R:3
Cl 3.565 0.126 0.387
H -0.578 1.385 -1.670
H 0.971 0.543 1.746
O 0.071 0.476 1.201
O -0.898 0.718 -1.120
P -0.193 -0.278 -0.139
H -1.699 -1.628 -0.606
O -1.238 -1.342 0.200
```

The value obtained for the energy above the lowest of the compared OMol25 structures with the same formula, charge and spin is 413.9 kJ/mol. As for the charge: +1. The frontier orbital gap (alpha / beta) comes out at 0.3114 / 0.2832 hartree. Its LUMO energy (alpha / beta) is -7.91 / -7.98 eV. The molar mass comes out at 117.4 g mol⁻¹. The calculation puts the HOMO energy (alpha / beta) at -16.387 / -15.688 eV.

=====

(5)
ORCA calculation (the ωB97M-V functional and the def2-TZVPD basis) on the ion C4H7N4 with charge +1 at a distorted geometry.

Geometry as XYZ:
```
15
Properties=species:S:1:pos:R:3
C -1.049 1.559 0.169
N -0.560 -1.984 0.000
N -1.229 0.335 0.543
H -1.937 2.095 0.270
C 2.229 -0.082 -0.045
H -2.039 -0.130 0.867
H 0.238 2.838 -0.780
H 0.701 -0.242 -1.603
N 3.276 -0.089 0.379
N 0.063 2.039 -0.185
H 0.320 -0.868 1.306
H -1.071 -2.026 -0.863
C 0.968 -0.136 -0.602
H 0.167 -2.637 0.189
C -0.077 -0.673 0.355
```

The value obtained for the energy above the lowest of the compared OMol25 structures with the same formula, charge and spin is 359.5 kJ/mol. As for the charge: +1. The frontier orbital gap (alpha / beta) comes out at 0.2828 / 0.2829 hartree. Its LUMO energy (alpha / beta) is -7.09 / -7.09 eV. The molar mass comes out at 111.1 g mol⁻¹. The calculation puts the HOMO energy (alpha / beta) at -14.785 / -14.786 eV.

=====

(6)
ORCA calculation (the ωB97M-V functional and the def2-TZVPD basis) on a structure of composition C38H50ClO4S3SiY at a distorted geometry.

Geometry as XYZ:
```
98
Properties=species:S:1:pos:R:3
H 3.167 3.880 -4.141
O -0.494 -4.448 1.922
C -0.400 -3.632 -1.323
C 1.314 0.270 3.940
H -3.246 -0.187 -1.002
H 2.102 2.266 3.714
H -3.816 -5.734 -0.413
H 6.007 -1.672 -2.742
H 0.440 -0.113 -3.192
H -2.600 2.153 -0.057
H 1.515 -3.648 -3.557
H 5.123 2.871 2.379
H 3.666 4.855 2.637
Si 1.927 0.425 -0.679
H 0.435 -4.070 -0.791
H -5.022 -1.717 -1.511
C -4.321 -4.814 -0.115
Y -0.592 -0.715 -0.049
C -0.417 3.504 4.290
C -2.806 -3.397 -1.587
S -2.657 2.506 2.809
O 0.709 -2.497 1.261
C 1.067 0.751 -3.392
S 0.515 2.515 5.503
C 2.486 1.817 0.491
C 2.090 4.028 1.431
H 0.375 0.900 -5.421
C -5.009 -2.493 -0.745
H -0.218 4.547 4.538
H -1.846 -4.507 -0.024
C 1.235 -2.739 -3.021
H 4.909 -3.185 1.109
C -2.327 0.363 -1.254
O -1.559 -2.312 1.749
H -1.253 0.591 4.795
H 2.996 -1.658 1.168
H -1.609 -0.935 3.956
C -1.940 3.279 4.288
C 4.265 -0.795 -1.846
Cl -0.327 -3.053 2.161
H 4.096 -0.131 -2.686
H -3.878 -4.476 0.826
C -1.485 0.141 3.829
H 6.426 -3.208 -0.848
H -1.112 -1.747 -4.027
H -6.041 -2.758 -0.512
C -4.022 2.226 -1.631
C 1.873 1.269 -2.375
H -0.003 3.312 3.303
O -0.018 -2.787 3.524
C 1.670 2.940 0.680
S -0.047 0.433 2.777
C 3.731 1.817 1.127
H 3.261 2.848 -1.915
C 4.735 -2.514 0.278
C 2.577 2.996 -3.935
H -2.270 2.724 5.169
H 1.027 -0.446 4.710
H 2.572 1.455 5.199
C -1.270 -2.346 -3.137
C 1.773 2.452 -4.928
H 1.317 -1.907 -3.718
H 1.971 -2.590 -2.229
C 4.151 2.895 1.903
H -1.602 2.519 -2.910
C -2.561 -2.608 -2.710
H -0.566 2.508 -1.499
C -1.584 2.719 -1.834
C -1.704 -3.886 -0.895
H 2.143 -0.167 3.380
H -4.234 3.293 -1.534
H -4.563 -2.062 0.156
H -2.172 0.142 -2.321
H -5.367 -5.055 0.081
H -4.793 1.677 -1.085
C -2.628 1.871 -1.119
H -3.135 0.241 2.411
H 4.396 0.971 0.999
H -3.526 0.663 4.063
C 5.584 -2.528 -0.820
C -0.162 -2.877 -2.468
H 0.691 2.983 0.210
C 3.395 -0.763 -0.752
C 3.653 -1.643 0.305
C 1.016 1.322 -4.656
H 1.447 4.894 1.535
C 5.347 -1.667 -1.883
H -4.110 1.958 -2.689
H 1.734 2.911 -5.908
C -4.234 -3.735 -1.186
H -1.768 3.787 -1.691
H -3.394 -2.191 -3.263
C 2.626 2.409 -2.677
C 1.738 1.617 4.511
C -2.758 0.768 3.294
H -2.439 4.247 4.336
C 3.336 4.008 2.048
H -4.718 -4.122 -2.090
```

The value obtained for the energy above the lowest of the compared OMol25 structures with the same formula, charge and spin is 72.2 kJ/mol. As for the charge: 0. The frontier orbital gap comes out at 0.2854 hartree. Its LUMO energy is 0.06 eV. The molar mass comes out at 819.5 g mol⁻¹. The calculation puts the HOMO energy at -7.703 eV.

=====

(7)
ORCA calculation (the ωB97M-V functional and the def2-TZVPD basis) on a structure of composition C20H27N2O2PS2Ti at a distorted geometry.

Geometry as XYZ:
```
55
Properties=species:S:1:pos:R:3
H 0.808 -2.783 3.853
C -1.826 -1.016 -2.498
H 1.767 -2.226 -3.190
H -2.442 2.561 -3.890
H -0.062 1.353 6.518
H 0.212 -3.463 -2.462
C -0.619 -0.676 2.567
H 1.500 1.655 -3.248
H -1.983 -3.122 -2.715
H -0.592 3.357 -2.526
H 1.500 0.757 -0.231
C -2.828 0.446 -4.154
H -2.235 -2.575 -1.067
H 2.154 3.274 0.578
O -0.111 2.694 3.245
N 0.817 -1.791 -1.398
N -0.946 0.555 2.218
C 1.155 3.445 0.159
H -3.441 0.577 -5.043
C -1.495 1.384 -2.374
C 1.347 -1.340 -2.705
C -1.620 -2.408 -1.966
H 2.466 -3.093 -1.264
O -2.342 1.859 4.010
H 1.970 3.290 -2.674
Ti -0.027 -0.196 -0.210
C -2.292 1.554 -3.510
C 1.882 2.227 -2.388
H 2.878 1.845 -2.125
H 0.564 -0.930 -3.344
C 0.603 -1.904 4.470
H -0.406 1.405 0.224
H 2.671 -1.539 -0.417
H 1.567 -2.656 6.256
C 0.135 0.446 5.954
P 0.759 2.075 -0.931
H 1.631 -2.813 0.280
C -0.825 2.584 -1.775
C 1.046 -1.820 5.789
S -0.763 -1.922 1.405
C -0.273 0.348 4.624
H 2.139 -0.597 -2.581
H 1.066 -0.631 7.592
H 0.453 3.460 1.001
C 1.962 -2.340 -0.647
H -2.985 -1.711 -4.172
H 1.135 4.398 -0.380
C -0.192 -2.880 -1.628
C 0.781 -0.659 6.536
C -0.112 -0.841 3.916
C -1.301 0.102 -1.840
C -2.589 -0.834 -3.663
S -0.997 1.598 3.559
H -1.450 3.047 -0.994
H -0.213 -3.532 -0.743
```

The spin multiplicity is 3. As for the charge: 0. The frontier orbital gap (alpha / beta) comes out at 0.2186 / 0.2911 hartree. Its LUMO energy (alpha / beta) is -0.38 / -0.38 eV. The molar mass comes out at 470.4 g mol⁻¹. The calculation puts the HOMO energy (alpha / beta) at -6.333 / -8.300 eV.

=====

(8)
ORCA calculation (the ωB97M-V functional and the def2-TZVPD basis) on a cluster of 12 separate species, C12H36N12O24 in total at a distorted geometry.

Geometry as XYZ:
```
84
Properties=species:S:1:pos:R:3
H 3.771 4.068 0.081
H -4.359 -2.841 -1.354
O 2.602 1.812 -0.785
N -0.439 -1.491 3.977
H -3.128 2.437 -0.892
C -2.164 -3.481 -2.619
N 4.028 -1.847 -2.360
C -4.396 -2.384 -0.365
H 1.288 -0.810 0.431
H 0.109 2.985 0.407
O 1.175 -3.717 -3.176
O 1.215 5.346 -1.266
H -3.149 -3.314 -3.053
H 0.314 -1.684 -0.748
N -0.667 -0.485 0.711
O -1.224 1.390 -2.274
O -5.469 -3.252 1.626
H 1.153 -6.362 -1.857
C 0.309 4.055 0.444
C -2.247 2.679 3.668
H 1.290 4.151 0.909
O -1.388 -1.419 0.856
C 4.190 3.510 -0.756
C 5.558 0.409 2.588
H -3.693 1.142 -4.360
O 4.355 -2.414 -3.429
O -0.693 0.568 1.300
N 3.080 2.783 -1.394
H 4.632 4.132 -1.534
H 4.164 -3.730 -1.405
H -1.950 2.287 2.695
H -2.865 2.592 -3.448
O -1.272 -5.669 -2.459
H -4.364 -1.296 -0.307
H -1.955 -2.931 -1.701
H 5.872 1.407 2.281
O -6.624 -2.963 -0.033
O -1.214 3.796 5.592
O 2.659 3.160 -2.465
O -0.169 3.596 3.617
H 2.300 -5.764 -3.091
H 0.829 -0.085 3.180
C -2.800 1.660 -4.009
O 3.507 -0.199 1.621
C 4.009 -2.693 -1.104
C -3.487 2.742 0.091
N -2.155 -4.918 -2.098
H 2.789 -5.593 -1.401
C 1.933 -5.632 -2.074
H -0.071 0.509 4.640
N -1.157 3.380 4.374
H -0.398 4.623 1.050
H 3.024 -2.425 -0.724
H 4.919 2.829 -0.316
O -1.828 -0.365 -3.370
N -5.559 -2.876 0.459
C 0.441 -0.723 -0.250
O 0.118 -2.557 3.873
O 0.987 -3.904 -1.048
N 4.067 0.218 2.627
N 1.317 -4.293 -2.132
H 5.995 -0.397 2.000
O -3.150 -5.246 -1.476
H -3.496 -2.679 0.174
N 0.211 4.710 -0.902
O -4.171 4.688 -0.756
O 3.451 0.503 3.690
O -0.805 4.438 -1.538
H -2.282 1.873 -4.944
H -1.382 -3.385 -3.373
C 0.465 -0.322 4.180
N -1.866 0.835 -3.197
O -1.626 -1.305 4.042
H 4.862 -2.265 -0.576
H -2.655 2.457 0.735
H 1.350 -0.704 4.690
H -3.012 3.455 3.660
O -2.927 4.810 1.018
H 0.668 0.159 -0.848
N -3.574 4.199 0.173
H 5.966 0.473 3.597
O 3.811 -0.639 -2.392
H -2.463 1.771 4.232
H -4.492 2.425 0.369
```

The value obtained for the energy above the lowest of the compared OMol25 structures with the same formula, charge and spin is 65.0 kJ/mol. The spin multiplicity is 2. As for the charge: +1. The frontier orbital gap (alpha / beta) comes out at 0.2048 / 0.0790 hartree. Its LUMO energy (alpha / beta) is -6.96 / -10.38 eV. The molar mass comes out at 732.5 g mol⁻¹. The calculation puts the HOMO energy (alpha / beta) at -12.534 / -12.534 eV.